No. 1
Here is a cluster of 2 separate species, CH8BN3 in total at a distorted geometry from OMol25. Energies are from ωB97M-V with the def2-TZVPD basis set.

Kohn-Sham gap (alpha / beta): 9.77 / 7.78 eV
Total charge: 0
LUMO (alpha / beta): 0.017 / -0.034 Ha
ΔE to the lowest compared entry with this formula, charge and spin: 472.0 kJ/mol

Element x y z (Å)
B -0.5854 -0.2384 -0.0455
C 1.5373 0.9468 0.2244
N -1.2669 -1.4776 -0.3999
N -1.3724 0.8856 0.3413
N 0.8269 -0.1682 -0.2512
H 0.8440 1.7102 0.5709
H 2.3026 0.5342 0.8479
H 2.0535 1.5484 -0.5516
H -0.7966 -2.3847 -0.2848
H -2.3072 -1.6920 -0.6162
H -2.3273 0.6898 0.7372
H -1.0502 1.7070 0.7067
H 2.1417 -2.0613 -1.2792

***

No. 2
Here is a cluster of 2 separate species, CH8N2O in total from OMol25. Energies are from ωB97M-V with the def2-TZVPD basis set.

<S²>: 0.751
Multiplicity: 2
Kohn-Sham gap (alpha / beta): 4.76 / 7.75 eV
Total charge: -1
LUMO (alpha / beta): 0.175 / 0.162 Ha
ΔE to the lowest compared entry with this formula, charge and spin: 58.8 kJ/mol

Element x y z (Å)
N 0.7633 0.5277 -0.3043
C 1.3771 -0.3469 0.8454
O 2.2702 0.3104 1.5385
H 1.3685 0.4409 -1.1110
H 0.9252 1.4729 0.0479
H 0.4793 -0.6939 1.4054
H 1.7414 -1.2522 0.2879
N -1.7964 -0.0913 -0.5408
H -2.2147 -0.2442 0.3928
H -0.6378 0.1876 -0.4629
H -1.9270 -0.9625 -1.0887
H -2.3490 0.6515 -1.0101

***

No. 3
Here is a cluster of 3 separate species, CH8N2O3 in total at a distorted geometry from OMol25. Energies are from ωB97M-V with the def2-TZVPD basis set.

Kohn-Sham gap: 10.91 eV
Total charge: 0
LUMO: 0.021 Ha
SMILES: NC(N)=O.O.O
ΔE to the lowest compared entry with this formula, charge and spin: 81.9 kJ/mol

Element x y z (Å)
N 0.7014 -0.2110 -1.4792
C 1.1117 0.4355 -0.3403
N 1.2779 -0.4090 0.6957
O 0.9355 1.6493 -0.1955
H 1.0505 -1.1473 -1.6391
H 0.4332 0.4145 -2.2433
H 1.4468 -0.0196 1.5994
H 1.1930 -1.4346 0.4683
O -1.5739 0.9295 1.2996
H -0.9273 1.2226 0.6993
H -2.3797 1.4749 1.3112
O -1.6122 -2.0474 -0.1515
H -1.3659 -1.4025 -0.8811
H -1.9711 -1.6325 0.5898

***

No. 4
Here is a structure of composition CH8N5 at a distorted geometry from OMol25. Energies are from ωB97M-V with the def2-TZVPD basis set.

Kohn-Sham gap: 9.17 eV
Total charge: +1
LUMO: -0.189 Ha
ΔE to the lowest compared entry with this formula, charge and spin: 379.2 kJ/mol

Element x y z (Å)
C -1.3183 -0.1058 -0.3619
N -0.0481 0.6552 -0.1460
N -1.7261 0.1378 -1.5266
N -1.5648 -0.9004 0.7527
N 1.7694 0.9235 1.1073
N 0.6515 0.3736 0.8263
H 0.3374 1.1940 -0.8876
H 1.3490 -1.2268 -1.5761
H -2.5182 -0.4303 -1.9008
H -2.4427 -1.3129 0.8871
H -0.9878 -0.7142 1.6016
H 2.3048 1.4020 0.4249
H 2.1585 0.9604 2.0860
H 2.0354 -0.9561 -1.2871

***

No. 5
Here is a cluster of 3 separate species, CH8NO2 in total at a distorted geometry from OMol25. Energies are from ωB97M-V with the def2-TZVPD basis set.

Kohn-Sham gap: 11.01 eV
Total charge: +1
LUMO: -0.178 Ha
ΔE to the lowest compared entry with this formula, charge and spin: 44.7 kJ/mol

Element x y z (Å)
C -0.0085 -1.0618 1.3625
N -0.9573 -1.0611 0.5089
H -0.1678 -1.5734 2.3060
H 0.9867 -0.7316 1.0903
H -0.9024 -0.4167 -0.3034
H -1.8137 -1.5176 0.7926
H -0.6278 1.4136 -1.9638
H -1.9304 0.7504 -2.1853
O -1.1567 0.6847 -1.6068
H 2.0028 1.8709 0.2831
H 2.6372 0.7273 -0.4621
O 1.9380 0.9153 0.1781

***

No. 6
Here is a cluster of 3 separate species, CH8O2S2 in total at a distorted geometry from OMol25. Energies are from ωB97M-V with the def2-TZVPD basis set.

Kohn-Sham gap: 9.62 eV
Total charge: 0
LUMO: 0.013 Ha
SMILES: CSS.O.O
ΔE to the lowest compared entry with this formula, charge and spin: 47.9 kJ/mol

Element x y z (Å)
C -0.9779 1.7698 -1.9020
S -0.9792 0.0057 -1.5361
S -2.6062 -0.2237 -0.3121
H -0.7715 1.9369 -2.9560
H -0.3076 2.3830 -1.3026
H -1.9670 2.1822 -1.6999
H -2.0205 -0.0620 0.9059
O 0.9603 -0.6917 3.1256
H 0.0462 -0.9503 3.2275
H 1.3261 -0.4465 3.9424
O 2.4353 -2.1405 -0.8585
H 1.8742 -1.4254 -0.5434
H 2.9878 -2.3375 -0.0906

***

No. 7
Here is a cluster of 3 separate species, CH8O3 in total at a distorted geometry from OMol25. Energies are from ωB97M-V with the def2-TZVPD basis set.

Kohn-Sham gap: 11.04 eV
Total charge: 0
LUMO: 0.025 Ha
SMILES: CO.O.O
ΔE to the lowest compared entry with this formula, charge and spin: 27.2 kJ/mol

Element x y z (Å)
C 0.8009 0.9969 1.0712
O 0.3299 -0.0671 0.2820
H 0.1285 1.1966 1.9088
H 1.7868 0.8283 1.5072
H 0.8964 1.8774 0.4741
H -0.0056 -0.7702 0.8402
O -1.4591 1.9652 -0.7434
H -2.3944 1.8843 -0.5243
H -1.1582 1.0406 -0.6892
O 0.2063 -2.7526 -1.1092
H 0.6574 -2.4866 -1.9111
H 0.2111 -3.7129 -1.1062

***

No. 8
Here is a cluster of 4 separate species, CH8O5 in total at a distorted geometry from OMol25. Energies are from ωB97M-V with the def2-TZVPD basis set.

Kohn-Sham gap: 11.15 eV
Total charge: 0
LUMO: 0.000 Ha
SMILES: O=CO.O.O.O
ΔE to the lowest compared entry with this formula, charge and spin: 63.6 kJ/mol

Element x y z (Å)
O 0.5077 0.1032 1.0465
C -0.1513 -0.8957 1.2763
O -0.8966 -1.5165 0.3865
H -0.0283 -1.5514 2.1496
H -0.9731 -0.9181 -0.4654
O -0.8532 0.2443 -1.3248
H -0.7293 0.1743 -2.2758
H -0.1440 0.7436 -0.8891
O -0.9241 2.7645 2.8415
H -0.0922 2.4398 3.2067
H -1.0365 2.2780 2.0186
O 2.0465 -1.4435 -2.9174
H 1.6080 -1.8649 -2.1676
H 1.6663 -0.5576 -2.8857

***

No. 9
Here is the molecule CH8SSi2 at a distorted geometry from OMol25. Energies are from ωB97M-V with the def2-TZVPD basis set.

Kohn-Sham gap: 8.71 eV
Total charge: 0
LUMO: 0.012 Ha
SMILES: [SiH3][SiH2]CS
ΔE to the lowest compared entry with this formula, charge and spin: 132.9 kJ/mol

Element x y z (Å)
Si 0.9986 1.5698 0.2682
Si -0.2363 -0.2033 0.8025
C -0.6025 -1.2047 -1.2513
S -0.5117 -2.9761 -0.8664
H 0.7969 2.2173 -1.0557
H 2.3229 1.1182 0.2973
H 0.8674 2.7949 1.3571
H 0.4326 -1.4653 1.5232
H -1.3043 -0.1038 1.8851
H 0.3046 -0.9263 -1.7854
H -1.5382 -1.0432 -1.8677
H -1.6181 -3.3430 -0.2308

***

No. 10
Here is a cluster of 2 separate species, CH8Si2 in total at a distorted geometry from OMol25. Energies are from ωB97M-V with the def2-TZVPD basis set.

Kohn-Sham gap: 8.75 eV
Total charge: 0
LUMO: -0.016 Ha
ΔE to the lowest compared entry with this formula, charge and spin: 319.5 kJ/mol

Element x y z (Å)
C 0.9262 0.6271 -1.5457
Si -0.4753 -0.2606 1.9673
Si -0.3201 -0.0745 -0.3816
H 1.9851 0.3393 -1.4389
H 0.8832 0.4563 -2.6503
H 1.0869 1.7130 -1.4504
H 0.1318 -1.6180 2.3400
H -1.9771 -0.1744 2.4637
H 0.0913 0.6870 2.8456
H 0.0326 -1.4705 -0.6033
H -2.3646 -0.2247 -1.5465